1.
Computed, not measured: a cluster of 6 separate species, C21H45N3O6 in total, with ωB97M-V/def2-TZVPD.

The SMILES is CN(C)C=O.CN(C)C=O.CN(C)C=O.C1CCOC1.C1CCOC1.C1CCOC1. For the relative energy (zero: lowest compared OMol25 entry of this formula, charge and spin), the calculation gives 280.71 kJ/mol.

```
75
Properties=species:S:1:pos:R:3:lowdin_charge:R:1
C -16.315 -8.818 3.128 -0.12
C -15.594 -7.593 3.853 -0.14
C -14.504 -7.214 2.896 -0.22
O -14.956 -7.545 1.593 -0.15
C -15.704 -8.751 1.755 -0.22
H -17.373 -8.524 3.185 0.09
H -16.099 -9.684 3.675 0.09
H -15.232 -7.844 4.861 0.12
H -16.281 -6.789 4.010 0.08
H -13.538 -7.756 3.096 0.13
H -14.269 -6.131 2.928 0.12
H -15.099 -9.596 1.533 0.11
H -16.386 -8.664 0.911 0.10
C -20.195 -11.204 0.762 -0.15
C -21.085 -10.023 0.378 -0.17
C -20.942 -9.140 1.631 -0.23
O -19.691 -9.408 2.167 -0.17
C -19.042 -10.427 1.429 -0.21
H -19.843 -11.757 -0.127 0.12
H -20.764 -11.797 1.489 0.12
H -22.094 -10.267 0.098 0.11
H -20.642 -9.551 -0.504 0.11
H -21.722 -9.344 2.394 0.13
H -21.027 -8.107 1.256 0.12
H -18.398 -11.051 2.060 0.12
H -18.421 -9.951 0.659 0.11
C -20.141 -8.431 5.678 -0.16
C -19.482 -9.813 5.810 -0.15
C -20.274 -10.537 6.942 -0.18
O -20.687 -9.453 7.780 -0.16
C -20.419 -8.198 7.159 -0.21
H -21.000 -8.344 4.992 0.11
H -19.437 -7.768 5.213 0.08
H -18.473 -9.644 6.190 0.11
H -19.527 -10.426 4.900 0.10
H -19.658 -11.219 7.554 0.12
H -21.182 -11.037 6.625 0.11
H -19.501 -7.739 7.629 0.13
H -21.167 -7.534 7.549 0.10
C -17.089 -4.445 2.343 -0.37
O -17.195 -3.515 3.103 0.00
N -18.015 -5.416 2.212 -0.14
C -17.873 -6.392 1.091 -0.03
C -19.223 -5.495 3.077 0.00
H -16.200 -4.610 1.663 0.15
H -16.898 -6.268 0.624 0.08
H -18.629 -6.348 0.355 0.07
H -17.911 -7.394 1.481 0.04
H -20.167 -5.152 2.654 0.09
H -19.276 -6.576 3.348 0.08
H -18.964 -4.925 3.949 0.05
C -19.562 -3.394 6.217 -0.34
O -19.153 -4.520 6.367 0.00
N -20.882 -3.046 6.206 -0.18
C -21.384 -1.683 6.032 -0.06
C -21.895 -4.050 6.559 -0.03
H -18.820 -2.605 5.968 0.14
H -20.629 -0.954 5.808 0.07
H -21.788 -1.424 6.989 0.07
H -22.187 -1.471 5.288 0.10
H -22.661 -3.577 7.163 0.08
H -22.391 -4.445 5.614 0.11
H -21.369 -4.868 6.979 0.05
C -17.672 -1.105 0.008 -0.35
O -17.483 -0.847 -1.151 0.02
N -18.364 -0.278 0.816 -0.19
C -18.689 -0.696 2.180 -0.05
C -18.668 1.097 0.473 -0.06
H -17.448 -2.032 0.475 0.11
H -18.556 0.139 2.852 0.08
H -18.005 -1.526 2.472 0.07
H -19.667 -1.087 2.310 0.07
H -18.341 1.818 1.197 0.07
H -18.008 1.279 -0.419 0.10
H -19.729 1.307 0.169 0.10
```

2.
Computed, not measured: a cluster of 3 separate species, C21H46N6O5S in total, with ωB97M-V/def2-TZVPD.

The SMILES is CC(=O)NCCCC[C@@H](N)COCCCSc1nnco1.COC[C@@H](C)N.COC[C@@H](C)N.

```
79
Properties=species:S:1:pos:R:3:lowdin_charge:R:1
C -4.655 -2.528 -0.564 0.01
C -3.668 -3.613 -0.252 -0.54
O -4.006 -4.703 0.092 0.10
N -2.306 -3.231 -0.320 0.04
C -1.453 -4.025 0.576 -0.21
C -1.882 -3.861 2.036 -0.19
C -2.199 -2.421 2.451 -0.19
C -1.004 -1.470 2.329 -0.16
C -1.362 0.002 2.617 -0.35
N -0.180 0.662 3.211 0.04
C -1.787 0.731 1.331 -0.17
O -3.186 0.614 1.094 -0.14
C -3.639 1.502 0.093 -0.21
C -3.132 1.131 -1.321 -0.23
C -2.416 2.285 -2.023 -0.45
S -2.247 2.083 -3.843 0.97
C -2.027 0.356 -3.910 -0.70
N -0.936 -0.326 -3.655 0.06
N -1.260 -1.669 -3.814 0.05
C -2.523 -1.679 -4.182 -0.18
O -3.074 -0.463 -4.261 0.03
H -4.860 -1.964 0.351 0.09
H -5.586 -2.961 -0.932 0.09
H -4.242 -1.825 -1.286 0.06
H -1.974 -3.263 -1.279 0.12
H -1.466 -5.087 0.308 0.11
H -0.421 -3.677 0.455 0.10
H -1.041 -4.191 2.661 0.12
H -2.720 -4.530 2.239 0.10
H -3.085 -2.040 1.930 0.10
H -2.458 -2.441 3.518 0.12
H -0.260 -1.777 3.074 0.12
H -0.520 -1.529 1.347 0.10
H -2.174 0.031 3.350 0.14
H 0.602 0.498 2.581 0.05
H -0.320 1.669 3.195 0.05
H -1.245 0.277 0.489 0.12
H -1.507 1.793 1.378 0.12
H -4.730 1.454 0.126 0.13
H -3.333 2.528 0.343 0.12
H -3.971 0.793 -1.938 0.11
H -2.429 0.302 -1.209 0.10
H -2.961 3.222 -1.889 0.08
H -1.396 2.388 -1.644 0.08
H -3.147 -2.533 -4.408 0.14
C 2.543 2.388 1.204 -0.06
C 1.868 3.729 0.936 -0.42
C 2.832 4.916 0.861 -0.21
O 3.327 5.350 2.110 -0.19
C 4.432 4.625 2.614 -0.10
N 0.811 3.911 1.934 0.04
H 2.829 2.288 2.252 0.07
H 1.858 1.571 0.973 0.06
H 3.438 2.258 0.593 0.06
H 1.382 3.667 -0.044 0.13
H 2.289 5.771 0.451 0.12
H 3.664 4.696 0.178 0.12
H 5.093 4.299 1.805 0.09
H 4.122 3.753 3.195 0.08
H 4.986 5.294 3.270 0.09
H 0.252 4.731 1.716 0.08
H 1.251 4.134 2.823 0.08
C 4.373 -1.709 -2.885 -0.07
C 4.448 -1.081 -1.498 -0.43
C 3.503 -1.711 -0.466 -0.21
O 2.153 -1.326 -0.598 -0.20
C 1.401 -2.043 -1.559 -0.11
N 4.234 0.365 -1.615 0.04
H 3.482 -1.384 -3.422 0.07
H 5.237 -1.407 -3.477 0.08
H 4.361 -2.799 -2.828 0.08
H 5.462 -1.237 -1.116 0.13
H 3.802 -1.359 0.526 0.12
H 3.592 -2.806 -0.468 0.12
H 1.708 -3.094 -1.598 0.09
H 1.477 -1.607 -2.556 0.06
H 0.359 -1.984 -1.255 0.06
H 4.382 0.779 -0.700 0.05
H 3.244 0.507 -1.801 0.07
```

3.
Computed, not measured: a structure of composition C21H47BBeBrCl5F6I2KNO6P, with ωB97M-V/def2-TZVPD.

The charge is +1.

```
93
Properties=species:S:1:pos:R:3:lowdin_charge:R:1
C 4.160 -3.892 0.602 -0.10
O 3.709 -3.096 -0.475 -0.21
C 2.300 -2.896 -0.446 -0.22
C 1.915 -1.713 0.444 -0.21
C 0.432 -1.616 0.828 -0.22
C 0.010 -2.334 2.113 -0.18
C -0.377 -3.814 2.104 -0.22
C -1.874 -4.061 1.780 -0.38
B -2.203 -5.001 0.541 -1.90
Br -1.452 -4.408 -1.259 0.52
I -4.451 -5.058 0.294 0.63
I -1.587 -7.128 0.905 0.64
H 4.119 -3.355 1.555 0.09
H 3.614 -4.837 0.670 0.09
H 5.209 -4.123 0.418 0.09
H 1.767 -3.819 -0.219 0.10
H 2.037 -2.633 -1.475 0.11
H 2.106 -0.818 -0.146 0.04
H 2.545 -1.627 1.328 0.10
H -0.209 -1.848 -0.023 0.06
H 0.281 -0.549 1.037 0.08
H 0.811 -2.181 2.837 0.12
H -0.858 -1.788 2.494 0.11
H -0.205 -4.179 3.118 0.11
H 0.238 -4.440 1.460 0.07
H -2.310 -4.587 2.634 0.08
H -2.417 -3.111 1.733 0.07
C -2.886 -0.305 0.105 -0.06
C -3.374 -1.278 -0.971 -0.22
C -2.525 -1.442 -2.216 -0.18
N -2.378 -0.293 -3.211 -0.23
C -3.657 0.451 -3.412 0.03
C -1.265 0.704 -2.837 -0.07
C -0.078 0.270 -3.687 -0.14
C -0.735 -0.141 -4.996 -0.26
C -1.937 -0.927 -4.526 -0.08
H -2.926 0.739 -0.215 0.07
H -3.520 -0.387 0.987 0.09
H -1.864 -0.535 0.412 0.05
H -4.410 -1.044 -1.224 0.12
H -3.391 -2.301 -0.593 0.04
H -2.969 -2.245 -2.805 0.11
H -1.511 -1.740 -1.940 0.07
H -3.885 1.015 -2.512 0.11
H -4.446 -0.266 -3.627 0.12
H -3.528 1.136 -4.248 0.11
H -1.614 1.699 -3.105 0.10
H -1.060 0.666 -1.773 0.14
H 0.426 -0.583 -3.225 0.14
H 0.656 1.071 -3.803 0.12
H -0.075 -0.737 -5.623 0.02
H -1.054 0.741 -5.573 0.11
H -1.665 -1.959 -4.316 0.14
H -2.766 -0.907 -5.228 0.14
Cl -0.400 4.295 -2.239 0.64
C -0.170 4.497 -3.985 -0.68
C -1.168 5.451 -4.586 -0.64
Cl -2.806 4.747 -4.579 0.56
H -0.249 3.535 -4.489 0.04
H 0.845 4.876 -4.109 0.07
H -0.910 5.654 -5.625 0.08
H -1.196 6.394 -4.046 0.08
O 1.496 1.417 1.593 -0.06
H 1.438 2.204 1.046 0.04
H 2.305 1.558 2.103 -0.01
K 1.240 0.384 -6.812 1.03
C 5.501 -0.075 -0.929 -1.01
Cl 7.141 0.059 -0.286 0.52
Cl 4.282 0.473 0.228 0.61
H 5.430 0.537 -1.821 0.02
H 5.298 -1.116 -1.159 0.01
O 1.887 6.808 -2.335 -0.05
H 1.188 6.169 -2.494 -0.06
H 2.188 7.088 -3.207 0.04
C 3.328 1.857 5.511 -0.10
C 2.497 3.068 5.841 -0.09
O 2.828 3.987 4.774 0.08
C 3.249 3.247 3.730 -0.57
O 3.435 3.624 2.610 0.14
O 3.423 1.952 4.087 0.04
H 2.855 0.924 5.805 0.14
H 4.332 1.898 5.938 0.13
H 1.426 2.862 5.808 0.12
H 2.739 3.509 6.804 0.14
F -1.977 3.045 5.365 -0.20
P -1.909 1.450 5.625 0.37
F -0.833 1.820 6.791 -0.16
F -3.178 0.517 5.269 -0.15
F -1.039 0.062 5.657 -0.18
F -1.560 1.476 4.018 -0.19
F -3.074 1.837 6.917 -0.46
Be -4.290 -7.808 -0.243 0.17
Cl -4.464 3.223 6.734 0.52
```

4.
Computed, not measured: a cluster of 3 separate species, C21H47BClN3O5S in total, with ωB97M-V/def2-TZVPD.

The SMILES is COB(O)[C@@H]1C[C@H](CCCCS(=O)(=O)Cl)C(=O)N1.CCN(CC)CC.CCN(CC)CC. For the relative energy (zero: lowest compared OMol25 entry of this formula, charge and spin), the calculation gives 640.04 kJ/mol.

```
79
Properties=species:S:1:pos:R:3:lowdin_charge:R:1
C -3.378 -0.487 4.733 -0.11
O -2.835 -1.799 4.351 -0.05
B -1.390 -1.748 4.054 -0.39
O -0.759 -3.038 3.618 0.02
C -0.409 -0.432 4.156 -0.19
C -0.288 0.458 2.746 -0.08
C 1.273 0.313 2.266 -0.19
C 1.642 0.124 0.680 -0.16
C 0.564 -0.785 -0.156 -0.20
C 1.128 -1.310 -1.623 -0.22
C 0.354 -0.552 -2.854 -0.25
S -1.392 -1.253 -3.173 0.49
O -1.835 -0.702 -4.549 -0.42
O -2.416 -0.814 -2.064 -0.43
Cl -1.351 -3.346 -3.262 0.34
C 1.919 -0.871 3.201 -0.24
O 2.890 -1.734 2.893 -0.04
N 1.070 -0.725 4.469 0.03
H -4.566 -0.563 4.660 0.12
H -3.068 0.403 4.038 0.10
H -3.143 -0.304 5.881 0.12
H -0.319 -3.448 4.441 0.12
H -0.688 0.299 5.054 0.15
H -0.572 1.562 3.096 0.13
H -1.105 0.180 1.932 0.13
H 1.820 1.276 2.682 0.15
H 1.680 1.186 0.168 0.12
H 2.723 -0.354 0.516 0.13
H -0.400 -0.149 -0.352 0.10
H 0.212 -1.766 0.424 0.14
H 0.945 -2.462 -1.730 0.09
H 2.304 -1.150 -1.711 0.13
H 0.955 -0.600 -3.877 0.13
H 0.220 0.594 -2.594 0.14
H 1.183 -1.568 5.097 0.13
C -8.349 -0.273 -7.396 -0.10
C -7.356 -0.397 -6.245 -0.27
N -5.979 -0.053 -6.609 -0.19
C -4.995 -0.446 -5.596 -0.25
C -5.076 0.238 -4.235 -0.09
C -5.774 1.271 -7.197 -0.25
C -6.210 2.484 -6.380 -0.09
H -8.031 -0.867 -8.260 0.08
H -9.332 -0.641 -7.080 0.07
H -8.479 0.766 -7.714 0.06
H -7.384 -1.443 -5.913 0.12
H -7.713 0.207 -5.404 0.09
H -3.984 -0.311 -5.999 0.10
H -5.087 -1.528 -5.436 0.11
H -4.699 1.262 -4.274 0.06
H -4.449 -0.302 -3.517 0.04
H -6.092 0.251 -3.832 0.07
H -6.300 1.306 -8.159 0.10
H -4.717 1.393 -7.469 0.12
H -7.195 2.353 -5.925 0.07
H -6.268 3.364 -7.032 0.07
H -5.491 2.720 -5.594 0.05
C 9.065 1.280 4.096 -0.10
C 7.681 1.193 4.732 -0.27
N 6.581 1.422 3.791 -0.19
C 5.287 1.623 4.450 -0.25
C 4.708 0.453 5.237 -0.09
C 6.551 0.565 2.606 -0.25
C 6.486 -0.944 2.825 -0.08
H 9.206 2.236 3.581 0.08
H 9.836 1.201 4.871 0.07
H 9.239 0.469 3.382 0.06
H 7.643 1.961 5.515 0.12
H 7.585 0.227 5.237 0.10
H 4.547 1.949 3.708 0.10
H 5.385 2.475 5.135 0.11
H 4.308 -0.319 4.577 0.03
H 3.875 0.804 5.855 0.07
H 5.440 -0.003 5.909 0.07
H 7.440 0.781 2.002 0.10
H 5.714 0.861 1.960 0.11
H 7.180 -1.287 3.597 0.07
H 6.755 -1.461 1.896 0.08
H 5.479 -1.271 3.089 0.04
```

5.
Computed, not measured: a structure of composition C21H47Br6N5O5, with ωB97M-V/def2-TZVPD.

For the relative energy (zero: lowest compared OMol25 entry of this formula, charge and spin), the calculation gives 2862.62 kJ/mol.

```
84
Properties=species:S:1:pos:R:3:lowdin_charge:R:1
Br -1.138 -1.532 1.036 0.93
C -2.222 -2.969 0.339 -0.61
C -1.491 -4.325 0.347 -0.66
Br -2.870 -5.727 0.033 0.63
H -2.585 -2.634 -0.633 0.06
H -3.086 -3.128 0.984 0.04
H -1.174 -4.595 1.355 0.03
H -0.740 -4.308 -0.442 0.05
Br 2.085 -9.305 0.417 0.70
C 0.156 -9.272 0.011 -0.80
C -0.527 -10.356 0.852 -0.71
Br -0.067 -12.107 0.203 0.63
H -0.004 -9.522 -1.038 0.07
H -0.196 -8.243 0.078 -0.34
H -1.607 -10.253 0.747 0.06
H -0.314 -10.365 1.921 0.06
Br -0.171 -6.996 0.749 0.96
C 1.066 -5.446 0.868 -0.53
C 1.294 -4.909 2.246 -0.44
Br 2.041 -6.344 3.461 1.28
H 0.697 -4.602 0.286 0.02
H 1.997 -5.801 0.425 0.06
H 0.386 -4.538 2.721 0.08
H 1.989 -4.073 2.329 -0.01
C 2.837 -4.902 -1.150 -0.30
O 2.094 -4.020 -0.749 -0.04
N 2.450 -6.139 -1.607 -0.13
C 3.440 -7.017 -2.238 -0.04
C 1.054 -6.599 -1.517 -0.14
H 3.918 -4.725 -1.257 0.15
H 4.437 -6.584 -2.312 0.09
H 3.169 -7.372 -3.233 0.09
H 3.434 -7.992 -1.750 0.04
H 0.323 -5.916 -1.085 0.02
H 0.693 -6.711 -2.539 0.11
H 0.876 -7.594 -1.109 -0.02
C 3.899 -4.103 5.987 -0.37
O 3.753 -4.943 6.873 0.00
N 2.952 -3.465 5.350 -0.12
C 3.100 -2.689 4.100 -0.06
C 1.549 -3.590 5.686 -0.03
H 4.906 -3.736 5.739 0.15
H 4.131 -2.456 3.832 0.09
H 2.612 -1.720 4.209 0.11
H 2.650 -3.194 3.246 0.01
H 1.155 -2.600 5.915 0.10
H 1.042 -4.039 4.832 0.07
H 1.397 -4.128 6.622 0.09
C 1.334 -2.292 1.398 -0.45
O 1.486 -2.564 2.619 -0.18
N 2.217 -1.727 0.590 -0.13
C 1.950 -1.391 -0.800 -0.04
C 3.536 -1.493 1.141 -0.03
H 0.408 -2.401 0.813 -0.10
H 1.931 -0.316 -0.977 0.10
H 0.997 -1.750 -1.187 0.08
H 2.730 -1.869 -1.392 0.09
H 4.257 -2.065 0.556 0.08
H 3.809 -0.451 0.976 0.11
H 3.647 -1.762 2.191 0.08
C 6.177 -3.633 2.938 -0.32
O 6.583 -2.703 2.231 -0.02
N 5.093 -4.382 2.639 -0.10
C 4.656 -5.467 3.418 -0.34
C 4.131 -4.097 1.554 -0.04
H 6.705 -4.079 3.795 0.14
H 5.395 -5.614 4.205 0.09
H 4.756 -6.428 2.914 0.13
H 3.625 -5.298 3.730 -0.02
H 4.236 -3.178 0.978 0.03
H 4.173 -4.938 0.862 0.10
H 3.084 -4.103 1.856 0.03
C 3.845 -6.753 4.559 -0.55
O 5.057 -6.908 4.233 -0.03
N 3.137 -7.719 5.220 -0.24
C 1.884 -7.391 5.821 -0.15
C 3.715 -8.938 5.559 -0.06
H 3.200 -5.902 4.291 -0.18
H 1.711 -7.987 6.717 0.11
H 1.106 -7.619 5.092 0.04
H 1.943 -6.336 6.090 0.06
H 3.080 -9.820 5.486 0.10
H 4.663 -9.196 5.087 0.09
H 4.089 -8.829 6.578 0.10
```

6.
Computed, not measured: a cluster of 4 separate species, C21H47N2O8SSi in total, with ωB97M-V/def2-TZVPD.

The charge is +1.

```
80
Properties=species:S:1:pos:R:3:lowdin_charge:R:1
C 4.011 0.470 -2.091 -0.14
Si 2.469 1.513 -1.916 0.44
C 2.863 3.256 -2.447 -0.15
C 1.935 1.506 -0.103 -0.14
O 1.299 0.809 -2.896 -0.20
C 0.029 1.413 -2.872 -0.27
C -0.953 0.445 -2.215 -0.12
C -2.365 0.924 -2.090 -0.15
C -3.384 0.179 -2.706 0.05
N -4.640 0.571 -2.609 0.07
N -5.086 1.642 -1.994 0.20
C -4.184 2.369 -1.385 -0.37
O -4.646 3.415 -0.694 0.07
C -2.801 2.038 -1.378 -0.40
S -1.744 3.064 -0.419 0.95
H 4.511 0.453 -1.128 0.02
H 3.760 -0.545 -2.385 0.04
H 4.681 0.887 -2.836 0.04
H 3.707 3.613 -1.857 0.04
H 3.181 3.279 -3.487 0.04
H 2.057 3.971 -2.292 0.03
H 2.768 1.141 0.492 0.03
H 1.673 2.491 0.274 0.03
H 1.115 0.803 0.041 0.01
H 0.057 2.381 -2.373 0.07
H -0.313 1.603 -3.890 0.14
H -0.978 -0.427 -2.866 0.12
H -0.596 0.072 -1.256 0.12
H -3.187 -0.723 -3.261 0.15
H -5.359 0.010 -3.048 0.19
H -4.323 4.223 -1.114 0.14
H -1.103 2.080 0.231 -0.08
C -1.474 -3.016 -1.258 -0.10
O -1.838 -2.255 -0.120 -0.20
C -3.203 -2.407 0.249 -0.21
C -3.375 -3.355 1.414 -0.21
O -3.021 -4.675 1.054 -0.18
C -1.749 -5.080 1.536 -0.10
H -0.391 -2.965 -1.356 0.10
H -1.778 -4.060 -1.165 0.09
H -1.932 -2.585 -2.160 0.07
H -3.792 -2.762 -0.604 0.12
H -3.578 -1.417 0.539 0.12
H -4.429 -3.361 1.707 0.13
H -2.787 -3.011 2.270 0.13
H -1.774 -5.220 2.621 0.09
H -0.972 -4.354 1.284 0.08
H -1.512 -6.032 1.066 0.09
C -3.242 1.886 3.982 -0.11
O -3.811 3.022 3.360 -0.19
C -4.817 2.707 2.410 -0.21
C -6.207 2.908 2.970 -0.20
O -6.493 1.984 4.003 -0.19
C -6.404 2.541 5.305 -0.10
H -2.612 2.238 4.796 0.09
H -4.009 1.222 4.387 0.09
H -2.619 1.325 3.273 0.08
H -4.701 1.673 2.061 0.12
H -4.676 3.374 1.559 0.10
H -6.936 2.739 2.170 0.13
H -6.324 3.936 3.322 0.13
H -7.231 3.234 5.487 0.09
H -5.456 3.063 5.456 0.08
H -6.474 1.720 6.015 0.09
C 9.098 -3.292 -1.371 -0.11
O 9.205 -2.403 -0.274 -0.19
C 8.893 -1.060 -0.599 -0.21
C 7.509 -0.680 -0.125 -0.21
O 6.496 -1.389 -0.825 -0.21
C 5.955 -2.466 -0.084 -0.11
H 9.195 -4.304 -0.981 0.09
H 8.133 -3.196 -1.875 0.08
H 9.902 -3.116 -2.092 0.09
H 8.980 -0.893 -1.676 0.13
H 9.625 -0.421 -0.096 0.13
H 7.352 0.387 -0.314 0.12
H 7.421 -0.851 0.952 0.13
H 5.336 -2.098 0.743 0.09
H 6.737 -3.116 0.314 0.09
H 5.326 -3.045 -0.760 0.09
```

The highest occupied orbital energy results, record by record, are as follows: -9.0, -9.1, -6.9, -7.7, -6.5, -10.7 eV.
The maximum force results, record by record, are as follows: 3.3, 1.7, 3.2, 8.2, 16.6, 1.0 eV/A.
The lowest unoccupied orbital energy results, record by record, are as follows: 0.542, 0.330, -5.742, -1.101, -0.019, -4.951 eV.